An isolated ion of composition C7H8N3 and charge +1, computed with ωB97M-V with the def2-TZVPD basis set.

The geometry in ORCA input format:
```
! RIJCOSX wB97M-V def2-TZVPD def2/J DEFGRID3
* xyz 1 1
C -0.26 -1.53 0.49
C 1.14 0.49 -0.44
C -0.70 -1.42 1.76
C -0.11 2.08 -2.00
C -2.15 2.79 -1.21
C 0.04 1.17 -0.77
C 1.04 -0.86 0.14
N -1.23 2.73 -2.11
N -2.12 1.82 -0.24
N -1.06 1.19 -0.06
H -0.57 -2.29 -0.27
H 2.12 0.93 -0.42
H -1.50 -1.99 2.13
H 0.47 2.04 -2.93
H -2.99 3.39 -1.19
H 1.74 -0.73 1.05
H 1.50 -1.72 -0.48
H -0.25 -0.75 2.46
*
```

Results
DFT total energy in eV: -11846.22782
Frontier orbital gap (alpha / beta) in Eh: 0.241 / 0.224
Max |F| in eV Å⁻¹: 5.79

Atomic partial charges in e from the Löwdin method, atoms 1 to 2: -0.175 0.090



An isolated ion of composition C3H6IN2O and charge +1, computed with ωB97M-V with the def2-TZVPD basis set.

The geometry in ORCA input format:
```
! RIJCOSX wB97M-V def2-TZVPD def2/J DEFGRID3
* xyz 1 1
C -0.01 -1.42 0.12
C 0.34 0.31 -1.16
C -0.43 0.07 0.20
N 0.60 -1.15 -1.04
N -0.09 0.96 1.38
O -0.15 -2.31 0.86
I -2.56 0.47 -0.02
H -0.30 0.50 -2.11
H 1.35 0.94 -1.14
H 1.19 -1.72 -1.78
H -0.15 0.27 2.12
H -0.63 1.81 1.28
H 0.85 1.27 1.30
*
```

Results
DFT total energy in eV: -16327.91771
Frontier orbital gap in Eh: 0.357
Max |F| in eV Å⁻¹: 4.96

Atomic partial charges in e from the Löwdin method, atoms 1 to 2: -0.576 -0.135



C28H60F12Mg3O24S4 as an isolated structure, computed with ωB97M-V with the def2-TZVPD basis set.

The geometry in ORCA input format:
```
! RIJCOSX wB97M-V def2-TZVPD def2/J DEFGRID3
* xyz 2 1
Mg -11.95 4.75 15.06
Mg -15.09 7.10 13.29
Mg -10.98 8.92 15.54
C -15.49 3.95 10.00
F -14.30 4.40 9.68
F -16.28 3.57 8.97
F -15.21 2.93 10.81
S -16.52 5.23 11.01
O -15.65 5.79 11.97
O -17.03 6.18 10.01
O -17.58 4.39 11.65
C -10.79 7.08 11.26
F -9.50 7.00 11.53
F -11.03 8.21 10.54
F -11.01 6.01 10.53
S -11.82 7.05 12.90
O -13.27 7.31 12.75
O -11.55 5.74 13.49
O -11.22 8.08 13.78
C -10.40 13.30 14.62
F -11.64 13.27 14.16
F -9.73 14.34 14.19
F -10.45 13.47 15.98
S -9.58 11.63 14.28
O -8.34 11.69 15.05
O -10.55 10.64 14.85
O -9.35 11.60 12.78
C -15.05 10.90 15.61
F -14.72 11.26 14.45
F -14.61 11.69 16.50
F -16.40 10.84 15.81
S -14.32 9.12 15.76
O -14.74 8.44 14.53
O -12.84 9.32 15.67
O -14.67 8.56 17.05
C -7.07 5.00 5.03
O -6.97 6.07 5.93
C -5.88 6.04 6.81
C -5.68 7.17 7.72
O -6.89 7.71 8.18
C -7.05 7.58 9.54
H -7.31 5.34 4.03
H -7.82 4.25 5.28
H -6.14 4.43 5.00
H -4.99 5.86 6.21
H -5.92 5.21 7.51
H -5.25 8.01 7.17
H -5.07 6.83 8.56
H -6.37 8.10 10.22
H -7.11 6.52 9.75
H -8.04 7.97 9.81
C -11.37 10.42 18.30
O -10.55 9.75 17.35
C -9.16 9.96 17.53
C -8.24 8.97 16.82
O -9.01 8.62 15.66
C -8.12 8.01 14.69
H -12.31 9.86 18.25
H -11.59 11.48 18.11
H -11.06 10.42 19.34
H -8.94 9.91 18.60
H -9.02 10.96 17.11
H -8.11 8.07 17.41
H -7.32 9.52 16.63
H -7.70 7.12 15.16
H -7.34 8.71 14.39
H -8.62 7.76 13.75
C -6.58 3.52 11.74
O -7.97 3.54 11.37
C -8.35 3.96 10.08
C -7.48 3.46 8.95
O -7.64 2.10 8.98
C -8.43 1.40 7.94
H -5.99 2.71 11.31
H -6.32 3.49 12.80
H -6.27 4.54 11.51
H -8.50 5.04 10.16
H -9.35 3.59 9.87
H -6.44 3.70 9.17
H -7.80 3.88 7.99
H -7.67 0.94 7.32
H -9.07 2.13 7.44
H -9.00 0.59 8.39
C -10.40 6.72 7.06
O -11.51 7.25 6.41
C -12.72 7.24 7.33
C -14.07 7.31 6.69
O -14.15 8.56 5.97
C -14.93 8.51 4.84
H -10.50 5.66 7.30
H -10.29 7.23 8.01
H -9.56 6.98 6.41
H -12.50 8.07 8.00
H -12.68 6.33 7.94
H -14.89 7.47 7.39
H -14.24 6.40 6.12
H -15.24 7.58 4.38
H -14.40 9.21 4.20
H -15.87 9.05 4.98
C -12.70 2.41 13.34
O -11.72 3.10 13.93
C -10.45 2.93 13.39
C -9.31 3.27 14.40
O -9.69 4.37 15.22
C -8.79 4.54 16.36
H -13.52 2.27 14.04
H -12.45 1.37 13.14
H -13.25 2.78 12.47
H -10.37 3.74 12.67
H -10.35 1.96 12.92
H -8.36 3.44 13.89
H -9.11 2.35 14.96
H -9.05 5.39 16.99
H -7.72 4.60 16.13
H -8.73 3.80 17.16
C -16.99 9.54 12.06
O -15.87 8.59 11.96
C -15.16 9.00 10.81
C -14.42 10.30 10.83
O -13.60 10.39 12.00
C -12.37 11.06 11.86
H -17.69 9.31 12.86
H -17.67 9.61 11.21
H -16.73 10.58 12.27
H -15.82 9.03 9.94
H -14.35 8.33 10.51
H -15.12 11.12 10.71
H -13.73 10.36 9.99
H -11.50 10.59 11.41
H -12.04 11.05 12.90
H -12.38 12.11 11.56
*
```

Results
DFT total energy in eV: -171415.34242
Frontier orbital gap in Eh: 0.096
Max |F| in eV Å⁻¹: 10.00

Atomic partial charges in e from the Löwdin method, atoms 1 to 2: 1.226 0.832



C10H13NPSTc as an isolated structure, computed with ωB97M-V with the def2-TZVPD basis set.

The geometry in ORCA input format:
```
! RIJCOSX wB97M-V def2-TZVPD def2/J DEFGRID3
* xyz 1 4
C -2.52 -1.34 -0.66
C -3.23 -1.88 -1.74
C -3.25 -1.22 -2.97
C -2.57 0.00 -3.12
C -1.89 0.58 -2.04
Tc -0.75 -0.86 -1.39
P -0.19 -1.51 0.76
H -2.83 -1.66 0.34
H -3.84 -2.79 -1.63
H -3.86 -1.60 -3.79
H -1.72 1.67 -2.08
H -2.67 0.55 -4.07
H 1.12 -1.95 1.04
H -0.87 -2.65 1.28
H -0.48 -0.62 1.82
S 0.71 1.00 -1.00
C 1.62 1.17 0.48
N 2.97 0.92 0.37
C 3.84 1.01 1.42
C 3.36 1.34 2.68
C 2.00 1.65 2.82
C 1.13 1.59 1.73
H 3.29 0.65 -0.56
H 4.87 0.78 1.18
H 4.05 1.34 3.53
H 1.62 1.93 3.81
H 0.08 1.86 1.80
*
```

Results
DFT total energy in eV: -34381.65362
Frontier orbital gap (alpha / beta) in Eh: 0.199 / 0.268
Max |F| in eV Å⁻¹: 2.40

Atomic partial charges in e from the Löwdin method, atoms 1 to 2: -0.287 -0.201



C2H4BrCdO7PS2 as an isolated structure, computed with ωB97M-V with the def2-TZVPD basis set.

The geometry in ORCA input format:
```
! RIJCOSX wB97M-V def2-TZVPD def2/J DEFGRID3
* xyz 2 1
O 0.33 2.22 1.32
P -0.23 0.84 1.14
O -1.68 0.94 0.48
O -0.37 0.10 2.51
C 0.91 -0.29 0.13
Br 2.61 0.70 0.10
O 1.06 -1.61 0.54
S -0.08 -2.45 -0.30
O 0.21 -3.79 -0.51
O -1.37 -2.02 0.10
O 0.17 -1.64 -1.77
C 0.61 -0.40 -1.38
S -0.23 1.08 -2.02
H -2.02 1.81 0.74
H -0.14 0.72 3.23
H 1.60 -0.37 -1.84
H -1.54 0.85 -1.79
Cd 0.15 3.32 -0.69
*
```

Results
DFT total energy in eV: -122017.96779
Frontier orbital gap in Eh: 0.239
Max |F| in eV Å⁻¹: 2.65

Atomic partial charges in e from the Löwdin method, atoms 1 to 2: -0.434 0.417



A 2-piece molecular cluster, C3H5NO2 overall, computed with ωB97M-V with the def2-TZVPD basis set.

The geometry in ORCA input format:
```
! RIJCOSX wB97M-V def2-TZVPD def2/J DEFGRID3
* xyz 0 1
C -1.06 -1.01 0.15
C -0.42 2.25 0.15
O 0.13 3.21 0.40
N 1.39 0.31 -0.92
C 1.30 -0.40 0.12
O 0.28 -1.14 0.60
H -1.18 -1.34 -0.89
H -1.50 0.00 0.25
H -1.61 -1.69 0.80
H 0.54 0.26 -1.48
H 2.15 -0.47 0.81
*
```

Results
DFT total energy in eV: -8775.87164
Frontier orbital gap in Eh: 0.410
Max |F| in eV Å⁻¹: 1.76

Atomic partial charges in e from the Löwdin method, atoms 1 to 2: -0.093 0.021



C40H110N10O10 as an isolated structure, computed with ωB97M-V with the def2-TZVPD basis set.

The geometry in ORCA input format:
```
! RIJCOSX wB97M-V def2-TZVPD def2/J DEFGRID3
* xyz 0 1
C -0.32 8.16 -6.62
C -1.53 7.41 -6.09
C -1.13 6.27 -5.18
O -0.37 5.27 -5.87
C -0.31 4.11 -5.07
N -2.30 8.33 -5.28
H 0.21 8.70 -5.84
H -0.61 8.90 -7.36
H 0.41 7.48 -7.07
H -2.12 7.05 -6.94
H -1.97 5.82 -4.65
H -0.50 6.64 -4.36
H 0.09 4.40 -4.09
H 0.30 3.37 -5.57
H -1.29 3.66 -4.87
H -2.51 9.19 -5.77
H -3.22 7.97 -5.05
C -4.79 1.35 -7.42
C -5.07 2.03 -6.09
C -3.88 2.71 -5.44
O -4.17 3.29 -4.17
C -4.60 2.38 -3.17
N -6.18 3.01 -6.28
H -4.14 0.48 -7.30
H -4.34 2.06 -8.11
H -5.71 1.04 -7.91
H -5.49 1.35 -5.33
H -3.46 3.49 -6.07
H -3.12 1.93 -5.29
H -5.61 2.01 -3.39
H -4.72 3.07 -2.33
H -3.91 1.58 -2.90
H -7.06 2.52 -6.36
H -6.16 3.60 -5.45
C -0.82 3.00 4.85
C 0.16 1.85 5.08
C 0.46 1.65 6.57
O 0.92 2.86 7.11
C 1.15 2.81 8.51
N -0.34 0.59 4.54
H -1.07 3.11 3.79
H -0.39 3.91 5.25
H -1.78 2.82 5.36
H 1.07 2.12 4.53
H 1.28 0.92 6.65
H -0.42 1.20 7.04
H 1.06 1.80 8.93
H 0.51 3.44 9.12
H 2.20 3.07 8.66
H -1.15 0.28 5.07
H -0.66 0.76 3.58
C -1.37 -1.39 0.75
C -0.66 -0.10 0.32
C -1.39 0.68 -0.78
O -0.56 1.75 -1.16
C -1.18 2.59 -2.11
N -0.65 0.79 1.53
H -0.82 -1.82 1.59
H -1.36 -2.10 -0.08
H -2.40 -1.28 1.09
H 0.37 -0.32 0.03
H -2.41 0.88 -0.45
H -1.45 -0.04 -1.62
H -2.19 2.83 -1.76
H -1.20 2.15 -3.11
H -0.70 3.56 -2.20
H 0.29 0.76 1.95
H -0.74 1.72 1.14
C 3.81 1.06 3.26
C 3.45 0.10 2.14
C 4.32 -1.14 2.22
O 4.04 -2.04 1.16
C 4.85 -1.74 0.02
N 2.01 -0.18 2.22
H 3.20 1.97 3.14
H 4.86 1.31 3.39
H 3.45 0.79 4.26
H 3.61 0.68 1.23
H 4.16 -1.72 3.13
H 5.36 -0.82 2.25
H 5.85 -2.15 0.18
H 4.76 -0.69 -0.25
H 4.49 -2.22 -0.90
H 1.87 -0.81 1.43
H 1.86 -0.75 3.07
C 0.72 4.41 1.36
C 1.83 4.40 0.29
C 3.12 4.87 0.91
O 2.98 6.21 1.35
C 4.19 6.74 1.77
N 1.93 3.01 -0.23
H 0.51 5.38 1.81
H 1.03 3.69 2.11
H -0.21 4.11 0.87
H 1.53 5.01 -0.56
H 3.95 4.80 0.19
H 3.45 4.23 1.74
H 4.72 6.07 2.46
H 4.01 7.65 2.34
H 4.91 6.97 0.97
H 1.00 2.70 -0.50
H 2.14 2.44 0.59
C -3.81 -4.20 1.02
C -4.68 -4.93 0.00
C -4.37 -6.42 -0.06
O -4.56 -7.03 1.21
C -3.92 -8.29 1.28
N -6.11 -4.69 0.32
H -4.15 -4.40 2.03
H -3.97 -3.11 1.03
H -2.73 -4.28 0.91
H -4.41 -4.58 -1.01
H -3.33 -6.51 -0.42
H -4.98 -6.95 -0.80
H -4.17 -9.01 0.49
H -4.23 -8.70 2.25
H -2.84 -8.12 1.26
H -6.13 -5.10 1.26
H -6.62 -5.40 -0.20
C 2.23 -4.15 4.00
C 1.22 -3.06 3.69
C -0.20 -3.58 3.98
O -0.49 -4.81 3.35
C -1.79 -5.24 3.71
N 1.52 -1.92 4.57
H 2.13 -4.98 3.29
H 2.14 -4.54 5.01
H 3.25 -3.80 3.80
H 1.32 -2.76 2.65
H -0.93 -2.80 3.75
H -0.21 -3.67 5.08
H -1.79 -5.57 4.76
H -1.95 -6.13 3.10
H -2.58 -4.50 3.59
H 0.81 -1.18 4.49
H 1.48 -2.22 5.54
C 1.20 -3.48 -0.64
C 1.54 -4.64 0.30
C 1.13 -6.00 -0.25
O -0.26 -6.22 -0.34
C -0.95 -6.22 0.91
N 3.00 -4.66 0.59
H 1.75 -2.60 -0.30
H 0.12 -3.35 -0.64
H 1.58 -3.68 -1.65
H 0.97 -4.44 1.21
H 1.62 -6.77 0.36
H 1.57 -6.10 -1.24
H -1.97 -6.41 0.59
H -0.89 -5.24 1.38
H -0.63 -7.03 1.57
H 3.29 -3.69 0.77
H 3.39 -4.89 -0.32
C 1.61 -1.20 -2.76
C 2.78 -0.45 -2.17
C 4.13 -1.08 -2.45
O 4.26 -2.38 -1.88
C 5.51 -2.92 -2.26
N 2.88 0.87 -2.78
H 1.60 -1.12 -3.85
H 0.67 -0.85 -2.34
H 1.67 -2.28 -2.56
H 2.63 -0.50 -1.08
H 4.95 -0.45 -2.09
H 4.33 -1.13 -3.53
H 5.70 -3.88 -1.78
H 6.32 -2.27 -1.90
H 5.57 -3.02 -3.35
H 2.14 1.51 -2.47
H 3.69 1.39 -2.45
*
```

Results
DFT total energy in eV: -78629.74708
Frontier orbital gap in Eh: 0.294
Max |F| in eV Å⁻¹: 13.54

Atomic partial charges in e from the Löwdin method, atoms 1 to 2: -0.066 -0.448



C35H34CdClNOSi2 as an isolated structure, computed with ωB97M-V with the def2-TZVPD basis set.

The geometry in ORCA input format:
```
! RIJCOSX wB97M-V def2-TZVPD def2/J DEFGRID3
* xyz 0 1
C -2.53 -1.30 5.15
C -3.57 -0.82 4.32
C -3.42 -1.39 3.03
H -4.39 -0.18 4.64
C -2.28 -2.30 3.09
C -1.75 -2.21 4.42
H -0.93 -2.81 4.83
H -2.42 -1.07 6.21
H -4.16 -1.36 2.22
H -2.11 -3.14 2.41
Cd -1.33 -0.49 2.18
Si -1.07 -0.87 -2.45
C -0.51 0.68 -3.44
C 0.76 0.82 -4.02
H 1.50 0.02 -3.92
C 1.12 1.94 -4.76
H 2.12 2.02 -5.19
C 0.20 2.96 -4.98
H 0.47 3.84 -5.56
C -1.09 2.84 -4.44
H -1.81 3.63 -4.61
C -1.43 1.71 -3.70
H -2.45 1.60 -3.34
C -0.47 -2.17 -3.76
C -0.98 -2.09 -5.08
H -1.86 -1.47 -5.27
C -0.34 -2.70 -6.17
H -0.73 -2.57 -7.19
C 0.84 -3.43 -5.96
H 1.39 -3.84 -6.81
C 1.31 -3.60 -4.66
H 2.24 -4.15 -4.47
C 0.64 -3.02 -3.57
H 1.04 -3.17 -2.57
H -2.50 -0.86 -2.09
Si 2.48 0.76 -0.86
C 1.38 -0.82 -0.90
C -0.11 -0.89 -0.81
H -0.60 0.01 -0.46
C -0.70 -2.14 -0.29
H -1.79 -2.17 -0.13
C 0.06 -3.26 -0.03
H -0.39 -4.18 0.36
C 1.45 -3.21 -0.22
H 2.09 -4.07 0.05
C 2.06 -2.01 -0.66
H 3.15 -2.00 -0.77
C 1.27 2.18 -0.65
C 0.27 2.11 0.32
H 0.32 1.32 1.07
C -0.78 3.04 0.34
H -1.62 2.91 1.01
C -0.73 4.15 -0.50
H -1.49 4.93 -0.44
C 0.32 4.28 -1.41
H 0.36 5.14 -2.09
C 1.30 3.29 -1.50
H 2.09 3.35 -2.25
H 3.46 1.18 -1.79
Cl 3.43 0.56 0.97
O -1.08 1.74 3.26
C -0.31 2.27 4.35
C 0.59 1.22 4.91
C 1.46 1.63 5.93
C 2.31 0.70 6.51
C 2.21 -0.62 6.07
C 1.31 -0.94 5.04
N 0.53 -0.03 4.42
H -1.61 2.45 2.86
H 0.32 3.11 3.99
H -0.97 2.64 5.14
H 1.43 2.69 6.20
H 3.01 1.00 7.30
H 2.81 -1.41 6.50
H 1.21 -1.97 4.69
*
```

Results
DFT total energy in eV: -73223.59455
Frontier orbital gap (alpha / beta) in Eh: 0.234 / 0.191
Max |F| in eV Å⁻¹: 2.90

Atomic partial charges in e from the Löwdin method, atoms 1 to 2: -0.171 -0.178